(1)
The following is a quantum chemistry calculation of a molecular structure, C16H27Cl9N2O9 in a non-equilibrium geometry, from the OMol25 dataset.

Geometry as XYZ:
```
63
Properties=species:S:1:pos:R:3
C 2.935 -1.570 2.902
C 3.681 -0.300 3.282
N 4.284 0.688 3.490
H 3.663 -2.376 2.809
H 2.594 -1.423 1.877
H 2.076 -1.733 3.554
C 0.267 3.784 0.727
C 0.938 2.488 0.659
N 1.413 1.441 0.554
H -0.178 3.913 -0.259
H 1.117 4.442 0.908
H -0.486 3.723 1.513
C -0.649 -3.379 -5.103
O -1.619 -2.615 -4.432
C -1.416 -2.001 -3.282
O -0.372 -1.991 -2.578
O -2.539 -1.384 -3.006
C -2.593 -0.454 -1.920
H -0.870 -3.561 -6.155
H -0.524 -4.353 -4.629
H 0.284 -2.817 -5.144
H -2.281 -0.912 -0.981
H -3.585 -0.027 -1.769
H -2.066 0.435 -2.265
C -1.633 0.813 2.072
O -1.924 1.984 1.285
C -2.913 2.851 1.550
O -3.868 2.545 2.340
O -2.695 3.995 0.876
C -3.474 5.084 1.032
H -2.532 0.230 2.270
H -1.088 1.046 2.987
H -1.052 0.162 1.419
H -4.557 4.961 1.015
H -3.154 5.710 0.199
H -3.321 5.707 1.912
C 4.068 -0.204 0.397
O 4.006 0.748 -0.643
C 3.012 0.723 -1.488
O 1.936 0.069 -1.366
O 3.357 1.321 -2.665
C 2.362 1.720 -3.557
H 3.514 -1.131 0.246
H 3.775 0.234 1.351
H 5.126 -0.430 0.528
H 1.576 2.266 -3.037
H 1.908 0.803 -3.931
H 2.695 2.270 -4.437
C -0.688 -3.820 -0.559
Cl 0.552 -4.699 -1.514
Cl -0.646 -4.117 1.183
Cl -2.366 -4.217 -1.232
H -0.413 -2.779 -0.729
C 0.509 -0.694 0.829
Cl 0.498 -0.381 2.553
Cl -1.217 -0.951 0.277
Cl 1.318 -2.231 0.450
H 0.975 0.118 0.271
C -1.505 -1.855 3.510
Cl -2.409 -2.404 4.959
Cl -2.460 -1.493 2.083
Cl -0.335 -3.045 3.011
H -1.012 -0.928 3.800
```

Summary:
HOMO level in eV: -8.882
Frontier orbital gap in eV: 9.0
Lowest unoccupied orbital energy in hartree: 0.006
DFT total energy in eV: -151121.982
M in g/mol: 710.47
Energy above the lowest of the compared OMol25 structures with the same formula, charge and spin in kJ/mol: 1552.8
2S+1: 1

***

(2)
The following is a quantum chemistry calculation of a molecular structure, C7H15Br6Na3O in a non-equilibrium geometry, from the OMol25 dataset.

Geometry as XYZ:
```
32
Properties=species:S:1:pos:R:3
Na -4.695 1.430 1.818
Na -4.100 0.933 -1.733
Na -4.105 -1.724 0.644
C -1.464 0.925 0.422
O -2.810 0.491 0.539
H -0.847 0.466 1.196
H -1.059 0.651 -0.561
H -1.332 2.011 0.470
Br -1.424 -3.182 0.656
C -0.148 -2.513 -0.732
C 1.163 -2.186 -0.040
Br 2.294 -1.198 -1.281
H -0.602 -1.586 -1.066
H 0.052 -3.231 -1.519
H 1.723 -3.093 0.174
H 1.105 -1.569 0.849
Br -2.462 0.034 -4.968
C -0.834 0.737 -4.179
C -1.064 1.776 -3.115
Br 0.578 2.099 -2.056
H -0.140 1.185 -4.896
H -0.239 -0.085 -3.782
H -1.749 1.448 -2.330
H -1.397 2.744 -3.477
Br 2.623 2.436 2.568
C 2.613 0.542 2.942
C 3.241 0.323 4.307
Br 3.363 -1.533 4.792
H 3.248 0.053 2.201
H 1.613 0.133 2.825
H 2.611 0.750 5.080
H 4.243 0.733 4.249
```

Summary:
HOMO level in eV: -13.731
Charge: +2
Frontier orbital gap in eV: 5.1
Lowest unoccupied orbital energy in hartree: -0.316
DFT total energy in eV: -443040.292
M in g/mol: 663.59
Energy above the lowest of the compared OMol25 structures with the same formula, charge and spin in kJ/mol: 39.2
2S+1: 1

***

(3)
The following is a quantum chemistry calculation of a molecular structure, C31H28KN5O5, from the OMol25 dataset.

Geometry as XYZ:
```
70
Properties=species:S:1:pos:R:3
K 0.211 0.237 0.020
C 2.380 4.644 -0.809
O 1.805 5.116 0.393
C 2.191 4.396 1.515
C 2.805 5.099 2.523
C 3.151 4.482 3.727
C 2.849 3.142 3.875
C 2.212 2.392 2.881
C 1.915 1.005 3.223
N 1.229 0.172 2.541
N 1.135 -1.080 3.153
C 0.282 -1.863 2.527
O -0.452 -1.637 1.527
C 0.203 -3.253 3.139
C -0.681 -4.180 2.592
C -0.783 -5.462 3.115
C -0.005 -5.837 4.202
C 0.874 -4.915 4.759
C 0.977 -3.636 4.233
C 1.849 2.995 1.623
O 1.254 2.383 0.686
H 1.959 5.243 -1.618
H 2.143 3.591 -0.961
H 3.469 4.792 -0.784
H 3.002 6.153 2.350
H 3.634 5.041 4.520
H 3.097 2.637 4.806
H 2.321 0.663 4.184
H -1.281 -3.855 1.752
H -1.475 -6.170 2.670
H -0.082 -6.838 4.613
H 1.486 -5.196 5.610
H 1.657 -2.906 4.649
O -0.290 0.756 -4.775
C -0.616 0.386 -3.617
O -0.800 1.064 -2.597
C -0.759 -1.146 -3.496
C -1.121 -1.886 -4.659
C -1.193 -3.240 -4.592
C -0.871 -3.892 -3.374
C -0.878 -5.298 -3.221
C -0.542 -5.863 -2.023
C -0.192 -5.048 -0.924
C -0.181 -3.685 -1.042
C -0.518 -3.079 -2.276
N -0.485 -1.715 -2.353
H -1.310 -1.330 -5.566
H -1.477 -3.835 -5.455
H -1.150 -5.915 -4.072
H -0.545 -6.941 -1.910
H 0.061 -5.503 0.025
H 0.053 -3.037 -0.206
N 2.748 -1.230 -1.314
C 2.932 -0.477 -2.174
N 3.148 0.384 -3.155
C 2.746 -0.010 -4.516
C 2.913 1.179 -5.461
C 2.609 2.470 -4.712
C 3.681 2.722 -3.645
C 4.184 1.400 -3.046
H 1.692 -0.282 -4.502
H 3.339 -0.873 -4.847
H 2.229 1.036 -6.299
H 3.933 1.219 -5.864
H 1.626 2.374 -4.251
H 2.556 3.319 -5.398
H 3.273 3.345 -2.853
H 4.533 3.260 -4.074
H 4.438 1.515 -1.993
H 5.089 1.056 -3.565
```

Summary:
HOMO level in eV: -1.183
Charge: -2
Frontier orbital gap in eV: 5.5
Lowest unoccupied orbital energy in hartree: 0.160
DFT total energy in eV: -66617.284
M in g/mol: 589.69
Energy above the lowest of the compared OMol25 structures with the same formula, charge and spin in kJ/mol: 3.1
2S+1: 1

***

(4)
The following is a quantum chemistry calculation of a molecular structure, C6H3AgFO8 in a non-equilibrium geometry, from the OMol25 dataset.

Geometry as XYZ:
```
19
Properties=species:S:1:pos:R:3
C 2.574 -1.066 -0.209
C 2.484 -0.196 1.015
O 2.997 1.085 0.830
C 2.489 1.781 -0.277
O 1.747 1.109 -1.027
O 2.857 2.950 -0.358
O 1.839 -1.967 -0.506
F 3.675 -0.889 -0.918
H 3.083 -0.685 1.798
O -2.338 -1.942 0.016
C -2.747 -0.804 -0.087
C -2.098 0.448 -0.305
O -3.051 1.383 -0.423
C -4.276 0.807 -0.228
O -5.308 1.382 -0.225
O -4.091 -0.517 -0.024
Ag -0.219 -3.438 -0.173
H -1.041 0.741 -0.239
H 1.424 -0.184 1.340
```

Summary:
<S²>: 0.757
HOMO level (alpha / beta) in eV: -7.960 / -7.960
Frontier orbital gap (alpha / beta) in eV: 4.9 / 4.9
Lowest unoccupied orbital energy (alpha / beta) in hartree: -0.113 / -0.113
DFT total energy in eV: -29364.233
M in g/mol: 329.95
Energy above the lowest of the compared OMol25 structures with the same formula, charge and spin in kJ/mol: 12.4
2S+1: 2

***

(5)
The following is a quantum chemistry calculation of 6 unconnected molecules or ions with the total composition C22H61N5O6 in a non-equilibrium geometry, from the OMol25 dataset.

Geometry as XYZ:
```
94
Properties=species:S:1:pos:R:3
C -3.782 1.654 -0.105
C -4.350 1.765 -1.512
O -4.239 3.109 -1.914
H -2.753 2.017 -0.051
H -3.616 0.632 0.243
H -4.448 2.222 0.542
H -5.411 1.500 -1.536
H -3.758 1.108 -2.163
H -4.800 3.332 -2.658
C -1.140 -1.696 -0.984
C -1.060 -0.286 -1.574
C 0.233 0.454 -1.187
O -0.037 1.811 -0.867
C -0.349 2.609 -1.974
N -1.150 -0.422 -3.047
H -0.181 -2.211 -1.074
H -1.893 -2.219 -1.568
H -1.334 -1.525 0.078
H -1.909 0.313 -1.238
H 0.929 0.362 -2.028
H 0.670 -0.122 -0.371
H 0.082 2.180 -2.881
H -0.086 3.650 -1.775
H -1.422 2.738 -2.190
H -0.743 0.396 -3.484
H -2.126 -0.451 -3.316
C 2.974 -7.324 2.585
C 1.501 -7.003 2.811
C 0.803 -6.575 1.531
O -0.528 -6.151 1.688
C -1.156 -5.695 0.529
N 0.983 -8.268 3.409
H 3.535 -6.528 2.083
H 3.063 -8.212 1.958
H 3.490 -7.488 3.528
H 1.292 -6.346 3.657
H 0.881 -7.273 0.689
H 1.343 -5.648 1.277
H -1.207 -6.511 -0.205
H -0.714 -4.820 0.041
H -2.184 -5.474 0.813
H 0.634 -8.889 2.683
H 0.168 -8.082 3.983
C -1.136 4.796 1.174
C -1.731 5.685 2.263
C -1.205 5.348 3.662
O -1.723 4.051 3.943
C -1.167 3.465 5.107
N -1.582 7.118 1.923
H -1.678 3.872 0.979
H -0.202 4.349 1.543
H -0.833 5.339 0.280
H -2.799 5.449 2.208
H -1.569 5.992 4.472
H -0.114 5.427 3.707
H -1.199 4.201 5.913
H -0.166 3.075 4.901
H -1.749 2.597 5.414
H -1.925 7.676 2.701
H -2.261 7.342 1.202
C 0.910 3.216 -5.938
C 0.796 1.702 -6.086
C 1.847 0.974 -5.297
O 1.747 -0.378 -5.671
C 2.213 -1.328 -4.744
N -0.574 1.316 -5.696
H 0.385 3.483 -5.019
H 0.457 3.786 -6.749
H 1.945 3.558 -5.869
H 0.981 1.451 -7.137
H 1.711 1.102 -4.214
H 2.848 1.358 -5.527
H 2.248 -2.318 -5.192
H 1.516 -1.355 -3.898
H 3.201 -1.075 -4.345
H -1.126 1.461 -6.541
H -0.607 0.293 -5.698
C 1.391 0.068 4.308
C 2.294 0.513 3.144
C 2.448 -0.635 2.116
O 3.136 -1.711 2.697
C 3.003 -2.915 1.974
N 1.689 1.767 2.568
H 0.321 0.005 4.100
H 1.459 0.699 5.199
H 1.802 -0.887 4.653
H 3.287 0.774 3.515
H 3.062 -0.226 1.306
H 1.428 -0.879 1.798
H 3.401 -3.765 2.526
H 3.613 -2.847 1.065
H 1.953 -3.060 1.705
H 1.039 1.491 1.828
H 1.015 1.948 3.301
```

Summary:
HOMO level in eV: -9.169
Frontier orbital gap in eV: 9.8
Lowest unoccupied orbital energy in hartree: 0.022
DFT total energy in eV: -43534.294
M in g/mol: 491.76
Energy above the lowest of the compared OMol25 structures with the same formula, charge and spin in kJ/mol: 148.7
2S+1: 1
SMILES string: COC[C@H](C)N.COC[C@H](C)N.COC[C@H](C)N.COC[C@H](C)N.COC[C@H](C)N.CCO

***

(6)
The following is a quantum chemistry calculation of a molecular structure, C4H12N2O in a non-equilibrium geometry, from the OMol25 dataset.

Geometry as XYZ:
```
19
Properties=species:S:1:pos:R:3
C -0.216 0.768 -0.347
C -0.984 1.368 -1.289
C 0.533 -1.055 1.017
C 0.815 -0.238 -0.229
N 0.018 1.923 2.167
N 0.661 -1.190 -1.480
O -0.382 1.999 0.971
H -1.505 2.165 -0.822
H -0.493 1.861 -2.101
H -1.774 0.638 -1.677
H 1.315 -1.820 1.296
H -0.377 -1.657 0.961
H 0.707 -0.278 1.690
H 1.822 0.162 -0.261
H -0.730 2.026 2.933
H 1.009 2.165 2.488
H 0.894 -0.967 -2.465
H -0.310 -1.617 -1.465
H 1.232 -2.044 -1.287
```

Summary:
HOMO level (alpha / beta) in eV: -18.766 / -17.712
Charge: +2
Frontier orbital gap (alpha / beta) in eV: 9.1 / 7.0
Lowest unoccupied orbital energy (alpha / beta) in hartree: -0.356 / -0.395
DFT total energy in eV: -9346.119
M in g/mol: 104.15
Energy above the lowest of the compared OMol25 structures with the same formula, charge and spin in kJ/mol: 678.8
2S+1: 1

***

(7)
The following is a quantum chemistry calculation of C2H8OS2Si in the gas phase in a non-equilibrium geometry, from the OMol25 dataset.

Geometry as XYZ:
```
14
Properties=species:S:1:pos:R:3
C -1.080 0.557 1.557
C -0.742 0.626 -1.505
O 1.602 0.375 0.529
Si 0.028 0.043 0.120
S 3.062 -0.499 0.078
S 0.045 -2.060 -0.267
H -0.560 1.520 1.916
H -2.001 0.620 1.020
H -0.988 -0.254 2.285
H -0.215 0.318 -2.426
H -1.796 0.395 -1.333
H -0.800 1.686 -1.531
H 2.507 -0.853 -1.082
H 0.939 -2.475 0.640
```

Summary:
HOMO level in eV: -9.194
Frontier orbital gap in eV: 9.3
Lowest unoccupied orbital energy in hartree: 0.004
DFT total energy in eV: -33800.385
M in g/mol: 140.31
Energy above the lowest of the compared OMol25 structures with the same formula, charge and spin in kJ/mol: 0.0
2S+1: 1
SMILES string: C[Si](C)(S)OS

***

(8)
The following is a quantum chemistry calculation of a molecular structure, C19H33B2MgN2O13 in a non-equilibrium geometry, from the OMol25 dataset.

Geometry as XYZ:
```
70
Properties=species:S:1:pos:R:3
C -0.673 -3.063 0.203
C -1.323 -3.371 -1.210
B -0.882 -2.324 -2.363
O -1.826 -1.782 -3.256
C 0.720 -2.003 -2.422
C 1.584 -3.194 -2.535
C 3.020 -2.841 -2.533
C 3.235 -1.410 -2.418
N 2.318 -0.431 -2.357
N 1.029 -0.710 -2.358
H 0.184 -2.349 0.183
H -1.447 -2.623 0.881
H -0.255 -4.020 0.666
H -1.045 -4.409 -1.547
H -2.433 -3.324 -1.083
H -2.104 -0.911 -2.884
H 1.240 -4.243 -2.589
H 3.825 -3.607 -2.577
H 4.302 -1.079 -2.375
H 2.608 0.550 -2.289
B 3.022 -1.189 3.312
O 3.478 -1.012 1.911
C 3.303 -2.157 1.293
O 3.570 -2.358 0.130
C 2.724 -3.156 2.243
O 2.441 -4.303 1.979
O 2.559 -2.595 3.420
O 4.111 -0.919 4.258
C 3.713 0.078 5.059
O 4.367 0.544 5.943
C 2.339 0.499 4.663
O 1.688 1.364 5.169
O 1.935 -0.253 3.631
C -2.954 2.395 -2.725
O -3.273 1.594 -1.598
C -3.346 2.360 -0.392
C -4.786 2.630 0.006
O -5.423 3.505 -0.921
C -6.283 2.817 -1.815
H -3.119 1.799 -3.625
H -3.580 3.288 -2.780
H -1.899 2.687 -2.686
H -2.784 3.292 -0.487
H -2.873 1.761 0.393
H -4.790 3.136 0.974
H -5.346 1.696 0.110
H -7.189 2.497 -1.290
H -5.793 1.950 -2.265
H -6.567 3.507 -2.610
C -2.573 6.586 2.455
C -3.407 5.358 2.782
C -3.467 5.114 4.282
O -2.845 4.214 2.135
H -1.542 6.460 2.799
H -2.530 6.744 1.375
H -2.988 7.482 2.922
H -4.418 5.486 2.390
H -2.466 4.938 4.688
H -4.060 4.224 4.502
H -3.909 5.965 4.803
H -1.950 4.091 2.474
Mg -0.663 -5.801 0.963
C 6.928 -5.624 -2.939
C 6.889 -4.108 -3.332
O 5.754 -3.618 -2.878
H 6.101 -6.178 -3.386
H 7.860 -6.067 -3.300
H 6.892 -5.760 -1.858
H 7.064 -4.089 -4.424
H 7.830 -3.684 -2.941
```

Summary:
HOMO level in eV: -10.451
Charge: +1
Frontier orbital gap in eV: 1.8
Lowest unoccupied orbital energy in hartree: -0.319
DFT total energy in eV: -56622.314
M in g/mol: 543.40
2S+1: 1

***

(9)
The following is a quantum chemistry calculation of 3 unconnected molecules or ions with the total composition C16H48N8O2P2Si in a non-equilibrium geometry, from the OMol25 dataset.

Geometry as XYZ:
```
77
Properties=species:S:1:pos:R:3
C 3.951 6.120 -0.701
N 3.033 4.988 -0.764
C 2.762 4.344 0.514
Si 4.176 3.318 1.267
C 5.532 2.901 0.005
C 6.744 3.749 0.230
N 7.421 4.211 -0.727
H 4.711 6.039 -1.475
H 4.408 6.237 0.282
H 3.417 7.050 -0.908
H 3.296 4.323 -1.473
H 1.929 3.659 0.346
H 2.389 5.079 1.226
H 3.645 2.079 1.888
H 4.832 4.063 2.379
H 5.155 3.142 -0.987
H 5.798 1.851 0.098
H 7.030 3.938 1.267
H 8.197 4.766 -0.371
O 1.557 2.164 -1.906
P 0.532 1.239 -2.451
N 1.306 0.408 -3.735
C 1.515 1.010 -5.039
C 2.443 -0.381 -3.285
N -0.677 2.328 -2.952
C -1.333 2.303 -4.241
C -0.562 3.698 -2.456
N -0.593 -0.017 -2.048
C -0.569 -0.402 -0.626
C -0.760 -1.198 -2.879
H 1.738 0.223 -5.763
H 2.331 1.746 -5.061
H 0.614 1.493 -5.402
H 2.111 -1.194 -2.630
H 3.176 0.218 -2.732
H 2.944 -0.837 -4.138
H -0.727 2.775 -5.023
H -2.276 2.854 -4.185
H -1.591 1.289 -4.550
H 0.149 4.302 -3.032
H -0.245 3.713 -1.418
H -1.543 4.174 -2.508
H 0.330 -0.979 -0.371
H -1.445 -0.997 -0.369
H -0.587 0.489 0.006
H 0.060 -1.924 -2.792
H -0.876 -0.941 -3.927
H -1.681 -1.688 -2.553
O -2.850 -2.061 1.578
P -3.309 -3.223 2.378
N -3.023 -2.800 4.011
C -1.703 -2.862 4.612
C -3.781 -1.629 4.426
N -2.301 -4.467 1.793
C -1.563 -5.397 2.621
C -1.572 -4.186 0.560
N -4.648 -4.291 2.679
C -5.851 -3.964 1.899
C -5.019 -4.695 4.027
H -1.806 -2.846 5.699
H -1.041 -2.038 4.312
H -1.204 -3.797 4.381
H -4.856 -1.842 4.414
H -3.603 -0.763 3.779
H -3.519 -1.356 5.448
H -0.633 -4.962 3.005
H -1.291 -6.278 2.035
H -2.160 -5.762 3.459
H -0.660 -3.599 0.731
H -2.192 -3.643 -0.146
H -1.290 -5.131 0.093
H -6.357 -3.063 2.266
H -6.560 -4.792 1.928
H -5.585 -3.798 0.852
H -5.528 -3.911 4.602
H -4.159 -5.030 4.597
H -5.703 -5.542 3.930
```

Summary:
HOMO level in eV: -7.753
Frontier orbital gap in eV: 8.4
Lowest unoccupied orbital energy in hartree: 0.025
DFT total energy in eV: -59840.293
M in g/mol: 474.65
2S+1: 1
SMILES string: CN(C)P(=O)(N(C)C)N(C)C.CN(C)P(=O)(N(C)C)N(C)C.[H]/N=C/C[SiH2]CNC